Entry 1:
The following is a DFT calculation (ωB97M-V with the def2-TZVPD basis set) of a cluster of 3 separate species, C22H48NO6S2 in total.

As for the charge: +1. The value obtained for the electronic energy is -59028.005 eV. As for the HOMO energy: -11.419 eV. The HOMO-LUMO gap is 7.56 eV.

Geometry (Å):
C -6.384 2.476 2.785
C -6.477 1.452 1.645
C -5.144 0.746 1.319
C -4.871 0.684 -0.180
O -3.476 0.599 -0.510
C -2.843 -0.543 -0.035
C -3.217 -1.881 -0.727
C -1.911 -2.523 -0.949
N -0.937 -1.796 -0.564
O 0.353 -2.173 -0.645
C 0.820 -2.914 0.535
C 1.047 -4.380 0.195
C -1.316 -0.401 -0.249
C -0.500 0.219 0.858
S -0.943 -0.468 2.481
C 0.654 -0.378 3.335
C 0.406 -0.512 4.844
S -0.935 0.436 -1.887
C -1.277 2.160 -1.699
O -1.847 -0.168 -2.820
O 0.478 0.271 -2.069
H -5.370 2.869 2.882
H -7.037 3.328 2.604
H -6.658 2.038 3.745
H -7.214 0.694 1.914
H -6.859 1.943 0.747
H -5.176 -0.267 1.731
H -4.311 1.260 1.809
H -5.405 -0.154 -0.644
H -5.217 1.593 -0.671
H -3.011 -0.670 1.040
H -3.794 -2.533 -0.064
H -3.810 -1.774 -1.637
H -1.720 -3.511 -1.352
H 1.742 -2.410 0.818
H 0.096 -2.774 1.339
H 0.659 -5.021 0.987
H 0.526 -4.646 -0.725
H 2.102 -4.604 0.057
H 0.557 0.034 0.661
H -0.645 1.300 0.857
H 1.141 0.564 3.083
H 1.288 -1.193 2.982
H 1.041 0.177 5.398
H -0.626 -0.271 5.102
H 0.595 -1.528 5.185
H -1.668 2.475 -2.666
H -2.016 2.330 -0.924
H -0.337 2.658 -1.472
C 3.864 4.595 3.335
C 3.797 3.123 2.973
O 2.918 2.828 1.895
C 3.221 3.457 0.658
C 4.588 3.107 0.099
H 2.872 4.979 3.576
H 4.507 4.729 4.205
H 4.277 5.199 2.527
H 3.401 2.554 3.815
H 4.799 2.734 2.767
H 3.109 4.543 0.742
H 2.445 3.108 -0.026
H 5.397 3.459 0.741
H 4.717 3.576 -0.877
H 4.692 2.028 -0.020
C 0.875 -2.304 -4.519
C 1.825 -2.964 -3.535
O 2.881 -3.693 -4.126
C 3.756 -2.949 -4.962
C 4.465 -1.806 -4.256
H 0.444 -3.039 -5.201
H 0.069 -1.822 -3.963
H 1.366 -1.535 -5.115
H 1.283 -3.706 -2.942
H 2.211 -2.214 -2.833
H 3.222 -2.579 -5.844
H 4.485 -3.678 -5.313
H 3.769 -1.041 -3.907
H 5.162 -1.327 -4.944
H 5.027 -2.176 -3.397

Cartesian forces (eV/Å) of the 3 atoms listed first:
0.11 0.01 -0.03
-0.02 -0.05 0.07
-0.05 -0.11 0.06

***

Entry 2:
The following is a DFT calculation (ωB97M-V with the def2-TZVPD basis set) of a structure of composition C5H6ClIN3P in a non-equilibrium geometry.

The energy above the lowest of the compared OMol25 structures with the same formula, charge and spin comes out at 75.6 kcal/mol. As for the charge: 0. The value obtained for the electronic energy is -39661.536 eV. As for the HOMO energy: -7.986 eV. The HOMO-LUMO gap is 7.82 eV.

Geometry (Å):
C 2.809 -2.331 1.733
C 1.553 -2.136 2.278
C 0.714 -1.157 1.737
C 2.159 -1.197 -0.106
C -1.035 0.202 -1.069
N 3.048 -1.933 0.484
N 1.097 -0.688 0.532
N -0.348 1.153 1.696
P 0.073 0.717 0.288
Cl 2.324 -0.797 -1.762
I 0.993 -3.060 4.082
H 3.633 -2.812 2.241
H -1.634 -0.640 -0.717
H -0.480 -0.084 -1.957
H -1.690 1.044 -1.293
H -1.294 0.985 1.981
H 1.015 1.555 -0.297

Cartesian forces (eV/Å) of the 3 atoms listed first:
-0.54 -0.13 0.45
0.24 0.26 0.14
0.01 -1.93 0.84

***

Entry 3:
The following is a DFT calculation (ωB97M-V with the def2-TZVPD basis set) of a cluster of 2 separate species, CH8N5O in total in a non-equilibrium geometry.

The energy above the lowest of the compared OMol25 structures with the same formula, charge and spin comes out at 61.8 kcal/mol. As for the charge: +1. The value obtained for the electronic energy is -10653.294 eV. As for the HOMO energy: -13.327 eV. The HOMO-LUMO gap is 9.11 eV.

Geometry (Å):
C -0.497 -1.635 -0.947
N -0.621 -0.836 0.083
N -0.496 -2.976 -0.806
N 0.898 2.130 -0.545
N 0.315 0.861 1.848
N -1.447 -0.149 0.699
O -1.040 0.589 1.660
H -0.265 -1.149 -1.958
H -0.168 -3.671 -1.477
H -0.806 -3.211 0.180
H 1.070 3.045 -0.129
H 1.755 1.925 -1.079
H 0.756 1.314 0.965
H 0.374 1.356 2.757
H 0.173 2.405 -1.251

Cartesian forces (eV/Å) of the 3 atoms listed first:
0.19 -0.39 -1.45
1.05 0.01 -0.01
-0.74 1.97 2.11

***

Entry 4:
The following is a DFT calculation (ωB97M-V with the def2-TZVPD basis set) of a cluster of 2 separate species, C5H11ClS in total in a non-equilibrium geometry.

The energy above the lowest of the compared OMol25 structures with the same formula, charge and spin comes out at 55.8 kcal/mol. As for the charge: 0. The value obtained for the electronic energy is -28718.007 eV. As for the HOMO energy (spin up / spin down): -6.639 / -8.124 eV. The HOMO-LUMO gap (spin up / spin down) is 6.78 / 8.73 eV.

Geometry (Å):
C -0.996 0.315 -1.205
C 0.604 1.969 -0.031
C 0.833 -2.099 -0.814
C -0.714 -0.238 2.127
C 0.266 0.588 -0.465
S 1.616 -0.481 -0.565
Cl 0.528 0.520 3.038
H -1.731 1.079 -0.965
H -0.821 0.336 -2.286
H -1.422 -0.657 -0.957
H 1.063 1.943 0.962
H -0.286 2.591 0.017
H 1.324 2.440 -0.704
H 1.627 -2.838 -0.750
H 0.359 -2.145 -1.789
H 0.109 -2.253 -0.018
H -0.686 -1.313 2.187
H -1.672 0.245 2.217

Cartesian forces (eV/Å) of the 3 atoms listed first:
0.02 -0.04 -0.08
0.22 -0.12 0.13
0.12 0.52 0.06

***

Entry 5:
The following is a DFT calculation (ωB97M-V with the def2-TZVPD basis set) of the molecule C4HBBrF6N in a non-equilibrium geometry.

The energy above the lowest of the compared OMol25 structures with the same formula, charge and spin comes out at 0.0 kcal/mol. As for the charge: 0. The value obtained for the electronic energy is -92672.554 eV. As for the HOMO energy (spin up / spin down): -7.993 / -11.886 eV. Its spin multiplicity is 3. The HOMO-LUMO gap (spin up / spin down) is 8.01 / 5.86 eV.

Geometry (Å):
B -0.115 -0.177 -0.195
C 1.088 2.167 0.235
C 1.016 0.871 -0.247
C 0.162 -1.842 -0.344
C -1.317 0.327 0.702
N 1.081 3.223 0.691
F 1.475 -2.144 -0.753
F -0.598 -2.498 -1.233
F 0.137 -2.392 0.902
F -1.785 -0.738 1.418
F -0.947 1.252 1.545
F -2.355 0.846 -0.035
Br -0.003 0.734 -2.049
H 2.163 0.371 -0.637

Cartesian forces (eV/Å) of the 3 atoms listed first:
-0.68 -1.83 -1.78
-0.07 -6.13 -1.81
8.40 1.32 3.12

***

Entry 6:
The following is a DFT calculation (ωB97M-V with the def2-TZVPD basis set) of a structure of composition C19H29Cl2NO2Pb in a non-equilibrium geometry.

As for the charge: -2. The value obtained for the electronic energy is -56048.338 eV. As for the HOMO energy (spin up / spin down): -0.278 / -0.108 eV. The HOMO-LUMO gap (spin up / spin down) is 4.70 / 4.77 eV.

Geometry (Å):
C 0.680 2.820 2.313
C 1.172 3.162 1.001
C 2.420 2.481 0.817
C 0.545 4.055 0.026
C 2.700 1.725 1.993
C 1.645 1.953 2.936
C 1.520 1.431 4.289
C -0.574 3.231 2.930
C 3.267 2.606 -0.379
C 3.865 0.855 2.196
Pb -0.445 -0.134 -0.400
Cl 1.057 0.693 -2.146
Cl -2.309 1.667 0.203
O 0.851 -1.127 1.038
H -0.412 4.429 0.400
H 0.330 3.529 -0.920
H 1.218 4.902 -0.218
H 2.674 2.419 -1.289
H 4.080 1.872 -0.355
H 3.691 3.609 -0.465
H 4.095 0.301 1.277
H 3.655 0.120 2.975
H 4.763 1.427 2.477
H 2.300 0.684 4.485
H 0.527 0.923 4.425
H 1.640 2.232 5.041
H -1.231 3.689 2.179
H -0.401 3.953 3.749
H -1.108 2.348 3.319
H 1.771 -1.073 0.724
O -0.763 -0.365 4.093
H -0.394 -0.608 3.184
C -0.066 -2.107 -3.428
N -1.417 -1.777 -3.732
C -1.985 -2.268 -4.941
C -2.278 -1.273 -2.697
C -2.432 -2.337 -1.641
C -3.269 -3.446 -1.900
C -3.276 -4.469 -0.974
C -2.549 -4.430 0.242
C -1.769 -3.256 0.494
C -1.704 -2.285 -0.461
H 0.493 -2.218 -4.369
H 0.076 -2.992 -2.786
H 0.366 -1.243 -2.898
H -2.301 -3.321 -4.862
H -2.853 -1.658 -5.193
H -1.213 -2.186 -5.716
H -1.772 -0.361 -2.297
H -3.262 -0.981 -3.119
H -3.892 -3.436 -2.841
H -3.888 -5.358 -1.194
H -2.591 -5.249 0.960
H -1.251 -3.154 1.454

Cartesian forces (eV/Å) of the 3 atoms listed first:
1.44 0.87 -3.22
-1.33 -0.88 3.41
0.36 -1.12 2.02

***

- Which value of electronic energy does entry 2 give?
  -39661.536 eV